A structure of composition C14H25Cl3O2Re in a non-equilibrium geometry. Source: the OMol25 dataset; level of theory: wB97M-V/def2-TZVPD.

CARTESIAN COORDINATES (ANGSTROEM)
1 C -0.814 0.792 -1.879
2 C -1.002 -0.636 -2.050
3 C 0.312 -1.247 -1.952
4 C -2.193 -1.278 -2.679
5 C 1.274 -0.176 -1.800
6 C 0.578 1.050 -1.807
7 C 1.219 2.392 -1.917
8 C -1.867 1.828 -2.083
9 C 0.597 -2.634 -2.427
10 C 2.755 -0.355 -1.890
11 Re -0.428 -0.677 -0.027
12 Cl -1.234 -2.538 0.564
13 Cl -2.636 0.145 0.456
14 Cl 1.710 -1.579 0.773
15 H -3.099 -0.737 -2.395
16 H -2.270 -2.327 -2.379
17 H -2.095 -1.249 -3.776
18 H -0.170 -3.328 -2.069
19 H 1.583 -2.949 -2.078
20 H 0.589 -2.646 -3.528
21 H 3.065 -1.304 -1.438
22 H 3.272 0.452 -1.366
23 H 3.088 -0.345 -2.937
24 H 2.192 2.385 -1.414
25 H 0.613 3.167 -1.441
26 H 1.375 2.668 -2.974
27 H -2.771 1.545 -1.539
28 H -2.106 1.934 -3.147
29 H -1.529 2.793 -1.694
30 O 0.887 4.063 0.956
31 H 0.267 3.421 1.360
32 C -1.252 0.607 3.895
33 C -0.111 -0.113 3.195
34 C 1.253 0.361 3.683
35 C -0.217 -1.591 3.535
36 O -0.214 0.190 1.804
37 H -1.170 0.530 4.988
38 H -2.200 0.150 3.587
39 H -1.273 1.665 3.608
40 H 1.314 0.193 4.764
41 H 2.045 -0.202 3.179
42 H 1.384 1.423 3.467
43 H -1.200 -1.969 3.249
44 H 0.567 -2.142 3.012
45 H -0.088 -1.731 4.613

Cartesian forces, eV/Å:
C 0.365 0.047 -1.576
C 0.540 0.529 -1.337
C -0.316 0.671 -1.086
C -0.105 -0.042 0.041
C 0.499 -0.104 -1.828
C 0.066 -0.426 0.141
C 0.098 0.169 0.443
C -0.067 0.094 0.303
C 0.075 -0.012 0.072
C 0.044 0.013 0.135
Re 0.435 3.845 5.306
Cl -1.606 -4.502 0.886
Cl -0.694 0.104 -0.335
Cl 0.954 -0.475 -0.310
H -0.001 -0.213 0.014
H -0.173 0.129 0.031
H -0.047 0.020 0.126
H 0.246 -0.008 -0.009
H -0.174 -0.149 0.012
H 0.053 -0.074 0.143
H -0.072 0.261 -0.100
H 0.009 -0.119 -0.008
H 0.016 0.028 -0.040
H -0.237 0.215 -0.045
H 0.267 0.021 0.248
H -0.087 -0.259 0.147
H 0.049 0.147 -0.189
H 0.023 0.027 -0.051
H -0.079 -0.090 -0.058
O -0.470 -0.248 0.115
H 0.498 0.405 -0.305
C -0.313 0.393 0.107
C 0.238 0.104 -0.890
C 0.042 0.249 0.067
C -0.059 -0.319 -0.210
O -0.075 -0.401 -0.088
H 0.046 0.003 -0.080
H 0.103 0.134 -0.003
H 0.053 -0.190 0.042
H 0.147 0.075 0.048
H -0.158 0.102 0.066
H 0.023 0.023 -0.031
H 0.082 -0.128 -0.010
H -0.213 -0.088 0.054
H -0.025 0.040 0.044

Properties
- E_HOMO (alpha / beta): 0.2177 / 0.1317 eV
- Energy relative to the best compared isomer or geometry (same formula, charge and spin): 12.1 kcal/mol
- Total charge: -2
- Multiplicity: 4
- HOMO-LUMO gap (alpha / beta): 4.84 / 4.91 eV
- E_LUMO (alpha / beta): 5.062 / 5.039 eV

A structure of composition C25H26Cl5IN2Ru. Source: the OMol25 dataset; level of theory: wB97M-V/def2-TZVPD.

CARTESIAN COORDINATES (ANGSTROEM)
1 Ru -0.746 -1.357 2.350
2 Cl 1.503 0.214 2.980
3 C 0.412 0.210 4.378
4 C -0.771 -0.512 4.233
5 C -1.557 -0.587 5.376
6 Cl -3.044 -1.475 5.346
7 C -1.203 0.055 6.568
8 Cl -2.223 -0.043 7.943
9 C -0.015 0.781 6.649
10 Cl 0.426 1.572 8.100
11 C 0.821 0.853 5.533
12 Cl 2.301 1.715 5.598
13 C -2.099 3.116 -2.743
14 C -1.273 3.600 -1.542
15 C -1.952 4.829 -0.937
16 C 0.138 3.993 -2.007
17 C -1.158 2.464 -0.537
18 C -1.637 2.542 0.764
19 C -1.496 1.465 1.619
20 N -0.902 0.332 1.248
21 C -0.426 0.218 -0.018
22 C -0.548 1.263 -0.908
23 C 0.242 -1.073 -0.353
24 C 0.879 -1.295 -1.553
25 C 1.564 -2.490 -1.795
26 C 1.566 -3.428 -0.770
27 C 0.887 -3.163 0.404
28 N 0.232 -2.023 0.615
29 C 2.271 -2.703 -3.124
30 C 1.235 -2.610 -4.255
31 C 2.958 -4.067 -3.193
32 C 3.331 -1.605 -3.299
33 H -2.187 3.922 -3.472
34 H -3.105 2.824 -2.436
35 H -1.634 2.266 -3.243
36 H -2.005 5.615 -1.689
37 H -1.392 5.224 -0.087
38 H -2.972 4.612 -0.616
39 H 0.071 4.819 -2.715
40 H 0.648 3.169 -2.508
41 H 0.753 4.316 -1.165
42 H -2.124 3.431 1.134
43 H -1.852 1.496 2.640
44 H -0.165 1.152 -1.912
45 H 0.866 -0.532 -2.317
46 H 2.080 -4.372 -0.868
47 H 0.850 -3.885 1.208
48 H 0.464 -3.374 -4.146
49 H 1.730 -2.763 -5.214
50 H 0.749 -1.634 -4.286
51 H 2.245 -4.887 -3.090
52 H 3.730 -4.172 -2.429
53 H 3.442 -4.174 -4.164
54 H 2.889 -0.608 -3.324
55 H 3.858 -1.756 -4.241
56 H 4.065 -1.634 -2.491
57 I -1.857 -3.954 2.841
58 C -2.578 -2.049 2.087
59 H -3.352 -1.722 2.773
60 H -2.935 -2.121 1.061

Cartesian forces, eV/Å:
Ru -0.427 0.122 0.488
Cl -0.120 -0.290 0.321
C 0.130 -0.026 -0.185
C 0.399 0.039 -0.142
C -0.210 0.038 0.039
Cl 0.012 0.015 -0.010
C -0.011 0.005 -0.006
Cl 0.000 -0.002 -0.005
C 0.020 -0.026 -0.102
Cl 0.002 0.005 0.009
C -0.051 0.044 0.140
Cl -0.001 -0.011 -0.022
C 0.004 0.004 0.002
C 0.003 0.002 -0.010
C 0.000 -0.010 0.000
C -0.007 -0.004 0.002
C -0.006 -0.004 0.022
C 0.007 0.007 0.006
C 0.046 -0.025 0.024
N -0.014 -0.069 -0.378
C -0.047 -0.019 0.166
C 0.006 -0.003 -0.028
C 0.066 0.039 0.040
C 0.031 -0.011 -0.037
C -0.005 0.012 0.017
C -0.014 0.014 0.006
C -0.049 -0.066 0.018
N -0.126 0.348 -0.411
C 0.006 0.000 -0.009
C 0.007 -0.002 0.001
C -0.010 0.005 0.003
C -0.009 -0.008 -0.005
H -0.001 0.001 0.000
H -0.001 -0.002 -0.002
H -0.003 -0.002 0.000
H 0.000 0.001 -0.001
H -0.002 0.003 0.001
H 0.000 0.002 0.003
H 0.000 0.000 -0.002
H 0.005 0.000 0.004
H 0.003 0.002 -0.002
H 0.002 0.001 0.002
H -0.022 0.016 -0.006
H -0.006 0.006 0.002
H 0.010 0.003 0.010
H 0.000 -0.002 0.000
H 0.000 -0.003 -0.001
H -0.002 0.001 -0.002
H 0.001 -0.002 0.000
H -0.004 0.000 0.001
H 0.002 -0.003 0.000
H -0.001 -0.004 0.002
H 0.001 0.000 -0.001
H 0.001 0.001 0.005
H 0.002 0.003 -0.002
H 0.003 0.001 -0.002
I -0.010 0.361 -0.052
C 0.327 -0.409 0.083
H 0.016 0.124 0.001
H 0.046 -0.226 0.004

Properties
- E_HOMO (alpha / beta): -11.1779 / -11.1517 eV
- Energy relative to the best compared isomer or geometry (same formula, charge and spin): 0.0 kcal/mol
- Total charge: +1
- Multiplicity: 2
- HOMO-LUMO gap (alpha / beta): 7.51 / 6.89 eV
- E_LUMO (alpha / beta): -3.668 / -4.261 eV

A cluster of 2 separate species, C6H13NO2S in total in a non-equilibrium geometry. Source: the OMol25 dataset; level of theory: wB97M-V/def2-TZVPD.

CARTESIAN COORDINATES (ANGSTROEM)
1 C -2.858 0.529 0.352
2 C -2.668 -0.621 -0.236
3 C -3.077 1.912 -0.189
4 C -2.164 -1.694 -0.916
5 C 3.700 -0.626 0.270
6 C 1.992 0.948 0.120
7 N 2.357 -0.323 0.782
8 O -0.110 -0.904 1.191
9 O 0.924 -1.435 -1.012
10 S 1.179 -1.515 0.428
11 H -2.965 0.509 1.366
12 H -4.030 2.412 0.135
13 H -2.237 2.620 0.131
14 H -3.246 1.812 -1.271
15 H -2.748 -2.500 -1.154
16 H -1.105 -1.801 -1.037
17 H -0.779 -1.062 0.573
18 H 3.993 -1.676 0.589
19 H 3.697 -0.677 -0.781
20 H 4.442 0.036 0.793
21 H 1.431 1.682 0.684
22 H 2.896 1.547 -0.125
23 H 1.377 0.827 -0.694

Cartesian forces, eV/Å:
C -0.491 0.200 -1.440
C 1.578 -1.705 -2.391
C -0.400 0.842 -0.679
C -0.729 3.911 2.661
C 0.603 -2.456 2.795
C 1.270 1.858 1.810
N -0.932 1.467 -0.187
O 2.834 0.888 1.558
O -0.419 0.015 0.007
S 2.147 -0.982 0.158
H 0.053 -0.365 2.925
H 0.802 -0.753 0.280
H -1.001 -1.060 -0.794
H 0.747 0.518 0.104
H -1.568 -1.738 -0.806
H 0.363 0.074 -0.391
H -2.533 -0.163 -1.462
H -0.365 1.015 -0.148
H 0.430 0.603 -1.483
H -0.792 -0.385 -1.008
H -0.253 -0.335 1.139
H -0.435 -0.820 -0.191
H -0.909 -0.633 -2.456

Properties
- E_HOMO: -9.4832 eV
- Energy relative to the best compared isomer or geometry (same formula, charge and spin): 97.1 kcal/mol
- Multiplicity: 1
- HOMO-LUMO gap: 10.33 eV
- E_LUMO: 0.843 eV

A cluster of 3 separate species, C22H44F7NO2SSi in total. Source: the OMol25 dataset; level of theory: wB97M-V/def2-TZVPD.

CARTESIAN COORDINATES (ANGSTROEM)
1 C -5.926 4.919 -3.858
2 C -4.595 5.379 -3.239
3 C -4.136 4.511 -2.067
4 C -2.695 4.800 -1.612
5 C -1.865 3.514 -1.432
6 Si -0.101 3.832 -0.967
7 C 1.034 4.514 -2.289
8 C 0.398 4.538 -3.648
9 N -0.301 5.519 -4.030
10 C 0.121 4.970 0.584
11 F -0.281 6.231 0.242
12 F 1.451 5.049 0.866
13 C -0.590 4.633 1.893
14 F -0.092 3.487 2.380
15 F -1.906 4.427 1.634
16 S 0.895 1.849 -0.563
17 O 1.852 1.899 0.508
18 O 1.252 1.357 -1.877
19 C -0.436 0.669 0.005
20 F -1.272 0.405 -0.999
21 F -1.132 1.206 1.011
22 F 0.136 -0.453 0.418
23 H -6.402 4.150 -3.242
24 H -6.637 5.740 -3.956
25 H -5.782 4.492 -4.852
26 H -3.803 5.371 -3.995
27 H -4.690 6.414 -2.897
28 H -4.226 3.456 -2.358
29 H -4.823 4.651 -1.226
30 H -2.207 5.463 -2.331
31 H -2.710 5.336 -0.660
32 H -2.330 2.890 -0.661
33 H -1.875 2.922 -2.356
34 H 1.337 5.520 -1.984
35 H 1.928 3.883 -2.318
36 H 0.573 3.652 -4.269
37 H -0.653 5.369 -4.974
38 H -0.484 5.431 2.628
39 C 3.400 -6.703 -1.833
40 C 4.060 -5.329 -1.857
41 C 4.088 -4.640 -0.493
42 C 2.711 -4.374 0.117
43 C 1.775 -3.539 -0.756
44 C 2.308 -2.144 -1.064
45 H 2.351 -6.641 -1.539
46 H 3.437 -7.176 -2.815
47 H 3.906 -7.364 -1.125
48 H 3.549 -4.692 -2.584
49 H 5.088 -5.430 -2.216
50 H 4.636 -3.699 -0.582
51 H 4.663 -5.259 0.204
52 H 2.850 -3.860 1.074
53 H 2.224 -5.324 0.355
54 H 0.816 -3.447 -0.237
55 H 1.561 -4.066 -1.690
56 H 2.511 -1.598 -0.140
57 H 1.590 -1.563 -1.644
58 H 3.235 -2.175 -1.640
59 C -0.095 -0.732 4.131
60 C 0.769 -1.807 3.479
61 C -0.037 -2.854 2.712
62 C -1.020 -3.668 3.554
63 C -0.384 -4.424 4.720
64 C 0.662 -5.445 4.282
65 H -0.769 -1.154 4.879
66 H 0.520 0.018 4.629
67 H -0.705 -0.219 3.384
68 H 1.385 -2.294 4.241
69 H 1.467 -1.331 2.785
70 H 0.657 -3.532 2.206
71 H -0.594 -2.351 1.915
72 H -1.525 -4.385 2.900
73 H -1.804 -3.011 3.941
74 H -1.174 -4.936 5.275
75 H 0.068 -3.717 5.420
76 H 0.229 -6.174 3.594
77 H 1.063 -5.990 5.138
78 H 1.503 -4.969 3.775

Cartesian forces, eV/Å:
C -0.016 -0.041 0.029
C 0.010 0.073 0.033
C -0.079 -0.159 -0.013
C 0.008 0.120 0.080
C -0.185 -0.023 0.028
Si -0.186 0.051 -0.056
C 0.234 0.003 0.004
C 0.014 -0.076 0.007
N -0.007 0.013 -0.036
C 0.013 -0.271 0.172
F -0.146 0.214 -0.180
F 0.254 0.071 0.039
C -0.012 0.023 -0.169
F 0.181 -0.276 0.172
F -0.194 0.102 -0.062
S -0.076 0.009 -0.039
O 0.020 -0.068 -0.041
O 0.049 0.029 0.056
C 0.051 0.020 0.057
F 0.016 -0.039 0.075
F 0.014 -0.001 -0.061
F -0.102 0.042 -0.033
H 0.013 0.067 -0.021
H 0.045 -0.036 -0.017
H -0.008 -0.010 0.075
H -0.078 0.064 0.008
H 0.116 -0.049 -0.036
H 0.045 0.088 0.004
H 0.008 -0.084 -0.069
H 0.008 -0.069 0.020
H 0.004 0.039 -0.075
H 0.038 0.007 -0.044
H 0.053 0.045 0.051
H -0.120 -0.018 -0.072
H -0.030 0.073 0.049
H -0.014 0.027 0.047
H 0.010 0.008 0.024
H 0.016 0.042 0.013
C 0.005 0.022 -0.021
C 0.004 -0.024 0.002
C 0.007 0.003 0.011
C 0.001 0.000 0.009
C -0.030 0.043 0.021
C 0.006 -0.018 -0.016
H -0.001 0.000 0.003
H 0.006 -0.005 0.004
H -0.013 -0.002 0.013
H 0.004 0.015 0.002
H -0.004 0.000 -0.009
H -0.008 0.005 0.005
H 0.003 -0.004 -0.006
H -0.001 0.008 -0.001
H 0.004 -0.006 0.000
H -0.004 0.006 -0.032
H 0.008 -0.022 0.005
H 0.021 0.025 -0.015
H 0.009 0.007 0.015
H 0.006 -0.041 0.008
C 0.026 -0.014 0.007
C -0.012 0.031 -0.015
C 0.008 -0.027 -0.071
C 0.005 0.021 0.022
C 0.002 -0.028 -0.009
C -0.005 0.019 0.027
H -0.002 -0.002 -0.001
H -0.002 0.007 -0.009
H -0.013 -0.006 0.007
H 0.006 -0.011 -0.003
H 0.009 0.000 0.010
H -0.016 0.002 0.013
H -0.008 -0.021 0.019
H 0.002 -0.007 0.003
H 0.007 0.006 -0.001
H 0.007 0.000 0.010
H -0.009 0.012 0.002
H 0.008 0.004 -0.017
H -0.006 -0.008 -0.004
H 0.002 0.001 -0.006

Properties
- E_HOMO: -10.4751 eV
- SMILES: [H]/N=C/C[Si@](CCCCC)(C(F)(F)C(F)F)S(=O)(=O)C(F)(F)F.CCCCCC.CCCCCC
- Multiplicity: 1
- HOMO-LUMO gap: 11.09 eV
- E_LUMO: 0.619 eV

Taking the records one at a time from the top gives M values of 517.92 759.74 163.24 547.74 g mol⁻¹.
Taking the records one at a time from the top gives total energy values of -58716.0832 -102617.0106 -22849.0834 -66848.3995 eV.